1.
Here is a structure of composition C29H34AsN3O2V from the OMol25 dataset. Energies are from ωB97M-V/def2-TZVPD.

Geometry as ORCA input:
```
! RIJCOSX wB97M-V def2-TZVPD def2/J DEFGRID3
* xyz 1 3
As 0.0609 1.1687 -2.5003
V 0.5400 0.4045 0.2962
O -0.8279 -0.8374 -0.0974
O 0.2227 2.2196 0.6626
N -0.2833 0.1662 2.4541
N 2.5406 1.0036 -0.1238
N 1.7019 -1.2918 0.8709
C -1.7232 -4.6881 1.0908
C 0.7981 3.3316 0.2751
C -1.0787 -2.0668 0.2916
C -0.7460 -2.3586 4.8287
C 1.2508 -2.4684 1.1027
C 0.9161 -0.2753 -3.5320
C 1.9398 5.7761 -0.5252
C 0.1401 4.5485 0.5266
C -0.7987 -0.6297 3.1034
C 0.6998 5.7391 0.1234
C -0.1079 -2.8926 0.9072
C 2.0717 3.3645 -0.3427
C 0.0443 3.9972 -3.2603
C -2.6473 0.0329 -2.5419
C -1.7641 1.0724 -3.2165
C -1.4646 -1.6167 3.8915
C 2.6186 4.6028 -0.7330
C 0.8519 -1.6461 -2.8689
C 2.9036 2.1989 -0.4241
C -1.4013 -3.3309 5.5623
C 0.7778 2.6875 -3.5161
C 3.1202 -1.0005 1.0476
C -2.8263 -1.8402 3.6847
C 3.5273 -0.0722 -0.0825
C -2.7564 -3.5577 5.3612
C -0.4569 -4.1993 1.2946
C -3.4670 -2.8157 4.4273
C -2.3583 -2.5973 0.0540
C -2.6696 -3.8769 0.4574
H -0.8570 -3.9091 6.2960
H 1.2048 -1.6072 -1.8347
H -3.2636 -4.3175 5.9407
H -1.6694 0.8853 -4.2884
H 1.4714 -2.3682 -3.4029
H -0.1648 -2.0390 -2.8407
H 0.4549 -0.2917 -4.5218
H -1.9815 -5.6908 1.4001
H 0.1718 6.6645 0.3145
H -3.3629 -1.2549 2.9508
H -2.7073 0.2095 -1.4691
H 3.7188 -1.9145 1.0515
H -0.8155 4.5140 1.0311
H 1.9568 0.0278 -3.6769
H -2.2030 2.0651 -3.1031
H -3.6569 0.0683 -2.9538
H 1.8279 2.7733 -3.2289
H -3.0903 -1.9673 -0.4320
H 0.0104 4.2341 -2.1966
H -0.9812 3.9607 -3.6287
H 0.5430 4.8245 -3.7660
H -4.5228 -2.9958 4.2797
H 2.3665 6.7190 -0.8361
H 0.7537 2.4132 -4.5731
H -3.6659 -4.2612 0.2782
H 3.9440 2.3743 -0.7084
H -2.2662 -0.9790 -2.6848
H 4.5348 0.3196 0.0735
H 0.2953 -4.8246 1.7618
H 3.5998 4.6182 -1.1941
H 1.9420 -3.2352 1.4622
H 3.5032 -0.6157 -1.0321
H 3.2530 -0.4863 2.0039
H 0.3077 -2.1655 4.9791
*
```

Calculated values
* HOMO-LUMO gap (spin up / spin down): 7.88 / 7.77 eV
* highest occupied orbital energy (spin up / spin down): -10.8 / -10.8 eV
* strongest force on any atom: 0.65 eV/Å
* lowest unoccupied orbital energy (spin up / spin down): -2.8789 / -3.0745 eV
* energy relative to the best compared isomer or geometry (same formula, charge and spin): 0.00 kJ/mol
* energy: -125713.84377 eV

These are the Mulliken partial charges, in e, on atoms 1 to 2: 0.8354 0.4078

=====

2.
Here is a cluster of 5 separate species, C29H34Br2F32O5Si in total from the OMol25 dataset. Energies are from ωB97M-V/def2-TZVPD.

Geometry as ORCA input:
```
! RIJCOSX wB97M-V def2-TZVPD def2/J DEFGRID3
* xyz 0 1
Br 1.2660 -3.2967 1.8689
Br -0.0776 -4.5435 6.0123
Si 1.3074 -1.9200 4.8237
F -6.6886 10.2247 -3.3464
F 6.6446 -6.7255 0.1775
F -4.1279 -0.5582 -3.2022
F 8.3543 -8.5865 2.5792
F 6.9232 -3.1939 3.1160
F -8.9416 11.1790 -2.2492
F 3.0362 -2.6626 -4.9752
F -6.8250 5.4961 -1.9273
F -6.3982 11.9105 -1.9575
F -1.9028 3.4445 -1.8676
F -4.9028 2.3234 -3.2564
F -2.1953 2.8427 -3.9295
F 4.7645 -5.5444 1.7011
F 7.2979 -4.3200 1.3024
F 3.2119 -4.8107 -3.1273
F -2.4217 -1.7575 -3.9102
F -6.5440 7.6309 -0.3378
F -4.1818 4.3695 -2.9813
F 3.2094 -0.8702 -2.6014
F -4.1067 -1.0343 -5.8395
F 0.6769 -1.0909 -1.8128
F 3.5812 -4.6220 -5.7800
F -3.7413 1.0828 -5.4402
F 6.2685 -7.8866 2.7001
F -7.3050 7.3153 -3.0465
F 6.9771 -8.8819 0.3162
F 2.9391 -1.1237 -0.4280
F -8.5087 9.1757 -1.4891
F 5.2918 -5.0104 -3.7113
F 4.8027 -3.3740 1.4404
F -4.6551 6.7034 -0.8548
F 1.2740 -2.8741 -2.9393
O 0.3604 -0.8018 4.0784
O 7.0672 -5.3760 3.2630
O -5.1684 8.6096 -1.8074
O 4.6543 -3.1412 -2.7596
O -2.4663 1.3656 -2.2694
C 0.5921 -3.6135 4.5090
C -1.4040 1.8914 5.0434
C -0.1373 -5.5432 3.0225
C -8.1036 10.4577 -1.4776
C 2.9112 -1.7608 -1.6401
C -2.6305 2.6415 -2.6818
C -6.3090 6.6179 -2.4720
C 6.6583 -4.3559 2.4767
C 3.9802 -2.8537 -1.5516
C 8.0359 -6.3175 2.8469
C 5.1363 -4.3862 2.2722
C -1.9393 0.3457 -3.0977
C -4.0891 3.0997 -2.5247
C -2.9602 -0.4996 -3.8652
C -1.3272 0.9338 2.6481
C 1.4526 -2.2039 -1.7889
C -0.5219 1.5090 3.8418
C -2.3994 1.9305 2.1548
C -3.2185 -0.1530 -5.3367
C -5.5529 9.8677 -1.2976
C 4.2659 -4.1341 -3.5913
C 0.6093 0.5788 4.3502
C -5.6782 7.4450 -1.3410
C 0.4889 -4.2113 3.3396
C 7.4565 -7.6756 0.6766
C 4.0006 -3.6001 -5.0086
C -6.6854 10.5738 -2.0511
C -0.3788 0.5203 1.5047
C 7.4839 -7.5971 2.2089
H 1.1394 -2.8149 -0.9419
H -1.7089 0.9855 5.5832
H -2.4192 2.8625 2.7300
H 4.6248 -4.2589 3.2271
H 0.5444 1.1117 1.5236
H -1.4774 -0.3519 -2.4034
H -5.5557 6.3586 -3.2143
H -0.0879 -0.5264 1.5658
H -0.0275 2.4085 3.4532
H 8.5131 -6.6516 3.7668
H -3.4048 1.5055 2.2028
H -2.2142 2.2106 1.1138
H 0.5065 -6.3544 3.3754
H -0.8581 2.5232 5.7486
H -1.8292 0.0292 3.0085
H -1.1025 -5.6375 3.5352
H -0.8524 0.6853 0.5290
H 4.9162 -3.1760 -5.4218
H 3.5776 -3.7510 -1.0813
H 8.7949 -5.8669 2.2076
H -4.3814 3.0698 -1.4748
H -1.1602 0.7178 -3.7630
H -0.2988 -5.6666 1.9525
H 1.5781 0.8620 3.9262
H 8.4612 -7.5492 0.2669
H -4.6845 10.5077 -1.4478
H -2.2916 -0.2084 -5.9120
H -8.1360 10.8425 -0.4557
H 0.6854 0.6955 5.4413
H 1.2924 -1.6649 6.2800
H -5.7714 9.8280 -0.2303
H -2.3113 2.4222 4.7569
H 4.7434 -2.4413 -0.8945
H 2.7096 -1.8804 4.3446
*
```

Calculated values
* HOMO-LUMO gap: 9.83 eV
* highest occupied orbital energy: -9.5 eV
* strongest force on any atom: 0.86 eV/Å
* lowest unoccupied orbital energy: 0.2985 eV
* energy relative to the best compared isomer or geometry (same formula, charge and spin): 0.00 kJ/mol
* energy: -275785.05890 eV
* structure (SMILES): C/C(Br)=C(\Br)[SiH2]OC[C@H](C)C(C)C.FC(F)C(F)(F)COC(F)(F)C(F)F.FC(F)C(F)(F)COC(F)(F)C(F)F.FC(F)C(F)(F)COC(F)(F)C(F)F.FC(F)C(F)(F)COC(F)(F)C(F)F

These are the Mulliken partial charges, in e, on atoms 1 to 2: -0.2287 -0.1504

=====

3.
Here is a structure of composition C29H34CeN5OSe from the OMol25 dataset. Energies are from ωB97M-V/def2-TZVPD.

Geometry as ORCA input:
```
! RIJCOSX wB97M-V def2-TZVPD def2/J DEFGRID3
* xyz 3 1
Ce -0.2894 -1.1529 -1.7112
Se -0.2012 -1.4615 1.1368
O 0.3021 0.5469 -3.1376
N 1.7550 -1.4013 -2.8353
N -1.1043 1.2810 0.6151
N 2.4571 -0.2154 -2.9758
N -2.7880 -0.1786 1.0481
N 0.0947 -3.4366 -2.5047
C -3.5037 -1.3268 1.6053
C -4.5153 1.5715 1.5116
C 1.6103 0.7802 -3.1125
C 2.0963 2.1084 -3.0208
C 3.0329 4.7946 -3.0730
C 3.4887 2.4160 -2.9048
C 0.9266 -6.0396 -2.2197
C -3.7119 3.8666 1.3076
C -0.4361 -5.7191 -2.4342
C 3.0744 1.4925 2.2858
C 1.8877 -5.0660 -2.3501
C -2.4433 3.3910 0.9377
C 0.5757 2.2143 2.2199
C -3.5509 -1.2041 3.1200
C -2.2734 -1.4598 3.8921
C -2.2941 2.0242 0.8129
C 1.6774 4.5115 -3.1076
C -3.3026 1.1345 1.1036
C 3.9574 3.7383 -2.9241
C -1.8139 -2.9138 3.8574
C 2.3471 -2.5903 -2.8274
C -4.7510 2.9589 1.5489
C 1.4401 -3.7336 -2.5585
C 1.1961 3.2083 -3.1062
C 3.8714 -2.7773 -2.9000
C 1.6573 1.3506 2.8458
C -0.8219 -4.4115 -2.5353
C 0.2701 1.8568 0.7646
C -1.4414 -0.0690 0.7003
H 2.9591 -5.2264 -2.0875
H 3.2222 1.2523 1.2210
H 4.0918 -3.5254 -3.6248
H -1.8527 -4.1483 -2.5810
H 4.2970 -1.7653 -3.1887
H -3.8950 4.9141 1.4795
H 3.8009 0.8778 2.8136
H -0.3624 2.1624 2.8320
H 4.2768 -3.1317 -1.9400
H -2.5830 -3.6069 4.2528
H -4.2909 -1.9347 3.5169
H 1.6479 1.6287 3.9197
H 1.2496 -7.0657 -2.0320
H -1.2198 -6.5000 -2.4198
H 0.8443 3.2931 2.2540
H -1.4471 -0.8425 3.4691
H 4.2055 1.6268 -2.7800
H -2.4864 -1.1970 4.9317
H -1.4841 -3.2161 2.8439
H -5.7567 3.3576 1.7329
H -1.6098 4.0374 0.6884
H 0.3502 2.7413 0.0965
H 5.0175 3.9674 -2.7413
H 3.3513 5.8357 -3.2063
H 0.9946 5.3273 -3.0172
H 0.1620 2.9975 -3.3087
H -4.5266 -1.3171 1.1272
H -3.8979 -0.1633 3.4113
H 0.9115 1.0730 0.3766
H 3.4359 2.5242 2.4740
H 1.2866 0.2937 2.8361
H -0.9246 -2.9869 4.5017
H -2.9780 -2.2077 1.2777
H -5.2654 0.8357 1.7957
*
```

Calculated values
* HOMO-LUMO gap (spin up / spin down): 4.40 / 4.39 eV
* highest occupied orbital energy (spin up / spin down): -16.4 / -16.4 eV
* strongest force on any atom: 2.93 eV/Å
* lowest unoccupied orbital energy (spin up / spin down): -11.9524 / -11.9640 eV
* energy: -118370.80568 eV

These are the Mulliken partial charges, in e, on atoms 1 to 2: 1.3556 0.0256